[1]
Computed, not measured: a 2-piece molecular cluster, C2H8 overall, with ωB97M-V/def2-TZVPD.

Values from the calculation:
Frontier orbital gap (eV): 14.67

Geometry as ORCA input:
```
! wB97M-V def2-TZVPD RIJCOSX def2/J DEFGRID3
* xyz 0 1
C 4.2249 2.9176 -0.8481
H 4.4170 1.9456 -0.3703
H 4.0557 2.7702 -1.9250
H 5.0927 3.5771 -0.7001
H 3.3337 3.3782 -0.3969
C -4.2247 -2.9177 0.8482
H -3.2796 -2.3932 1.0526
H -4.8072 -3.0003 1.7776
H -4.0092 -3.9241 0.4599
H -4.8033 -2.3534 0.1020
*
```

Atomic partial charges in e from the Mulliken method, atoms 1 to 2: atom 1 (C): -0.856, atom 2 (H): 0.214



[2]
Computed, not measured: C11H13NO4ReSe2 as an isolated structure, with ωB97M-V/def2-TZVPD.

Values from the calculation:
Expectation value of S²: 1.179
Frontier orbital gap (alpha / beta) (eV): 6.90 / 7.21

Geometry as ORCA input:
```
! wB97M-V def2-TZVPD RIJCOSX def2/J DEFGRID3
* xyz 2 2
Re 0.1622 -0.8839 0.1908
O 1.5761 0.1395 3.8383
C 1.3415 -0.0525 2.6872
O 0.3681 -0.7535 2.1748
C 2.2540 0.5385 1.5742
C 3.5041 1.1165 1.7289
C 4.1998 1.4864 0.5779
C 3.6619 1.2235 -0.6808
C 2.4069 0.6394 -0.7412
N 1.7340 0.3457 0.3667
C 1.6651 0.1792 -2.0226
O 2.0268 0.5293 -3.1032
O 0.6451 -0.5823 -1.7358
H 3.9082 1.2714 2.7186
H 5.1685 1.9582 0.6603
H 4.1838 1.4624 -1.5960
C -2.7139 -3.0460 1.1598
Se -1.6598 -2.4868 -0.3587
C -2.8713 -1.1977 -1.2478
C -3.1844 0.0166 -0.3939
Se -1.5734 1.0121 0.2399
C -1.1586 2.0352 -1.3484
H -3.5675 -3.6356 0.8215
H -3.0475 -2.2031 1.7602
H -2.0770 -3.6831 1.7709
H -3.8000 -1.7158 -1.4974
H -2.3804 -0.9219 -2.1858
H -3.7531 -0.2500 0.4998
H -3.7899 0.7329 -0.9558
H -1.9422 2.7753 -1.5144
H -1.0652 1.3905 -2.2199
H -0.2223 2.5605 -1.1666
*
```

Atomic partial charges in e from the Mulliken method, atoms 1 to 2: atom 1 (Re): 0.988, atom 2 (O): -0.466



[3]
Computed, not measured: a 5-piece molecular cluster, C24H29F8N5O2 overall, with ωB97M-V/def2-TZVPD.

Values from the calculation:
Frontier orbital gap (eV): 7.86

Geometry as ORCA input:
```
! wB97M-V def2-TZVPD RIJCOSX def2/J DEFGRID3
* xyz 0 1
C -0.6185 1.5018 0.3766
C -1.8501 0.6121 0.1660
N -2.3499 0.3484 -1.2575
C -1.9466 -1.0501 -1.6104
C -0.4337 -1.3465 -1.6608
C 0.2339 -1.3690 -3.0419
F -0.5739 -1.1896 -4.0859
F 1.2472 -0.4809 -3.1010
F 0.8350 -2.5737 -3.2215
C -3.9095 0.2601 -0.9952
O -4.6583 1.0756 -1.5260
O -4.2689 -0.5722 -0.1772
C -2.0387 1.3677 -2.2405
F -2.3485 2.5767 -1.7643
F -0.7113 1.4685 -2.5074
C -2.7126 1.2591 -3.6727
F -3.4425 2.3566 -3.8908
F -3.5182 0.2143 -3.8710
F -1.8099 1.2653 -4.6559
H 0.2421 1.3356 -0.2801
H -0.2533 1.3971 1.4077
H -0.8997 2.5573 0.2657
H -2.6396 1.0181 0.8047
H -1.6355 -0.3603 0.6195
H -2.3623 -1.7685 -0.9011
H -2.3824 -1.3838 -2.5626
H 0.1873 -0.6907 -1.0389
H -0.2565 -2.3428 -1.2348
N -0.3812 -4.0992 1.2141
C -0.2411 -3.8865 2.5600
C 1.0796 -4.0561 2.8776
C 1.7672 -4.3788 1.6766
C 0.8419 -4.3953 0.6683
H -1.2458 -4.0464 0.7074
H -1.0913 -3.6356 3.1717
H 1.5070 -3.9591 3.8617
H 2.8208 -4.5759 1.5669
H 0.9450 -4.5925 -0.3863
N -6.7569 0.5245 -4.5902
C -8.0490 0.8691 -4.3091
C -8.8121 0.5803 -5.4098
C -7.9450 0.0343 -6.3931
C -6.6850 0.0109 -5.8559
H -5.9796 0.6324 -3.9615
H -8.3125 1.2898 -3.3536
H -9.8737 0.7413 -5.5000
H -8.2154 -0.3028 -7.3804
H -5.7463 -0.3248 -6.2640
N 3.2090 1.6177 1.6004
C 3.4083 2.7140 2.3944
C 3.9476 2.2840 3.5767
C 4.0839 0.8704 3.4906
C 3.6223 0.4911 2.2594
H 2.8201 1.6363 0.6759
H 3.1488 3.7010 2.0509
H 4.2155 2.9129 4.4111
H 4.4762 0.2090 4.2462
H 3.5511 -0.4791 1.7969
N 6.8891 1.6761 4.8617
C 7.0538 1.9267 6.1961
C 8.3773 1.7429 6.5008
C 9.0380 1.3716 5.3003
C 8.0931 1.3419 4.3079
H 6.0148 1.7298 4.3626
H 6.2176 2.2121 6.8125
H 8.8222 1.8625 7.4749
H 10.0860 1.1522 5.1790
H 8.1735 1.1115 3.2589
*
```

Atomic partial charges in e from the Mulliken method, atoms 1 to 2: atom 1 (C): -1.345, atom 2 (C): -0.362



[4]
Computed, not measured: one molecule with the formula C3H5Cl2N, with ωB97M-V/def2-TZVPD.

Values from the calculation:
Frontier orbital gap (eV): 9.71

Geometry as ORCA input:
```
! wB97M-V def2-TZVPD RIJCOSX def2/J DEFGRID3
* xyz 0 1
C -0.6848 -0.9680 0.3772
C 0.3216 0.2554 0.1412
C -1.3349 1.7525 -0.3568
N -0.5123 0.9105 -0.7227
Cl -3.1992 1.9944 -0.7381
Cl -0.7669 3.0789 0.6248
H -0.7768 -0.8844 1.5048
H -0.0128 -1.7588 0.4046
H 0.5391 0.8298 1.0986
H 1.2114 0.0182 -0.3609
H -1.7078 -1.3480 -0.0952
*
```

Atomic partial charges in e from the Mulliken method, atoms 1 to 2: atom 1 (C): -0.860, atom 2 (C): -0.474



[5]
Computed, not measured: C14H23CuN2OP as an isolated structure, with ωB97M-V/def2-TZVPD.

Values from the calculation:
Expectation value of S²: 0.753
Frontier orbital gap (alpha / beta) (eV): 4.27 / 7.06

Geometry as ORCA input:
```
! wB97M-V def2-TZVPD RIJCOSX def2/J DEFGRID3
* xyz 0 2
C -1.3627 -0.7841 -4.7681
C -1.7640 0.3887 -4.1214
C -1.3726 0.6305 -2.7863
C -0.6225 -0.3326 -2.1307
C -0.1893 -1.4918 -2.7675
C -0.5547 -1.7126 -4.1062
C -1.7346 1.9441 -2.1391
C -2.5332 1.9166 -0.8253
N -2.3670 0.6955 0.0310
Cu -0.4830 -0.0951 -0.2387
C 0.6649 -2.4971 -2.0142
P 0.2671 -2.5234 -0.2318
H -2.3664 1.1503 -4.6282
H -0.2101 -2.6286 -4.5957
H -1.6778 -0.9666 -5.7983
H 1.7341 -2.2285 -2.0539
H 0.5499 -3.5195 -2.4149
H -0.8178 2.5257 -1.9422
H -2.3375 2.5118 -2.8582
H -2.2287 2.7767 -0.2123
C 1.4096 -3.4838 0.7733
C -1.3702 -3.2630 -0.1267
H -3.6101 2.0044 -1.0516
C -3.3888 -0.3255 -0.3021
C -2.4609 1.0543 1.4631
H 0.4565 -1.2344 0.4706
H -4.3917 0.0938 -0.1175
H -3.3111 -0.6170 -1.3568
H -3.2486 -1.2025 0.3401
H -3.4993 1.3017 1.7270
H -2.1285 0.2078 2.0718
H -1.8198 1.9224 1.6534
H -1.3343 -4.3442 -0.3385
H -1.7775 -3.1047 0.8733
H -2.0442 -2.7936 -0.8457
H 1.4463 -4.5332 0.4426
H 2.4104 -3.0344 0.7089
H 1.0829 -3.4269 1.8248
H 0.8709 0.2136 2.3972
O 3.2744 2.0929 2.3901
C 2.3036 1.4783 2.1291
N 1.2933 0.8892 1.7504
*
```

Atomic partial charges in e from the Mulliken method, atoms 1 to 2: atom 1 (C): -0.875, atom 2 (C): -0.900